Entry 1:
C2H3F2NO2 | ωB97M-V/def2-TZVPD

HOMO-LUMO gap	11.0251	eV
HOMO	-11.1012	eV
energy above the lowest of the compared OMol25 structures with the same formula, charge and spin	72.81	kcal/mol
lowest unoccupied orbital energy	-0.1	eV
molar mass	111.0	g/mol
2S+1	1
F_max	0.10230	Eh/bohr

Element x y z (Å)
C: -0.7072 -0.0801 0.0103
C: 0.9280 -0.0647 1.0465
N: -0.5602 0.0958 -1.4389
O: 0.4208 -0.3810 -1.9336
O: -1.3710 0.8661 -1.9431
F: 0.6240 0.1452 2.3346
F: 1.6540 0.8395 0.4124
H: -1.1689 -1.1247 0.2224
H: -1.3135 0.6886 0.3396
H: 1.4940 -0.9847 0.9498

Atoms 1-6, force components in eV/Å:
2.41 -3.82 2.70
-3.03 -1.37 -3.14
0.13 1.73 1.20
0.35 -0.64 -1.15
0.49 -0.92 -0.30
0.14 0.78 -0.65

Entry 2:
C17H23N3O | ωB97M-V/def2-TZVPD

HOMO-LUMO gap	8.6742	eV
HOMO	-7.8355	eV
energy above the lowest of the compared OMol25 structures with the same formula, charge and spin	0.00	kcal/mol
lowest unoccupied orbital energy	0.8	eV
molar mass	285.4	g/mol
2S+1	1
F_max	0.01299	Eh/bohr

Element x y z (Å)
C: 5.5510 3.8976 3.3687
C: 4.4623 2.9482 3.0153
C: 3.3611 2.5666 3.7238
C: 2.6431 1.6308 2.9272
C: 1.4652 0.9065 3.1056
C: 1.0445 0.0555 2.1039
C: -0.2414 -0.7200 2.2349
N: -1.2614 -0.2229 1.3276
C: -1.4796 -0.8429 0.1225
O: -1.0512 -1.9509 -0.1304
N: -2.2349 -0.0955 -0.7417
C: -2.7922 -0.6333 -1.9763
C: -3.7269 -1.8188 -1.7174
C: -4.3129 -2.3302 -3.0291
C: -3.1981 -2.7370 -3.9872
C: -2.2654 -1.5582 -4.2463
C: -1.6753 -1.0488 -2.9358
C: 1.7823 -0.0707 0.9172
C: 2.9461 0.6358 0.7102
C: 3.3722 1.4848 1.7226
N: 4.4678 2.2962 1.8066
H: 5.6020 4.7130 2.6463
H: 5.3719 4.3169 4.3543
H: 6.5169 3.3915 3.3753
H: 3.0877 2.9075 4.7026
H: 0.8975 1.0066 4.0199
H: -0.0882 -1.7684 1.9667
H: -0.6250 -0.6601 3.2581
H: -1.4482 0.7663 1.3921
H: -2.7035 0.7083 -0.3567
H: -3.3652 0.1827 -2.4342
H: -3.1506 -2.6085 -1.2345
H: -4.5273 -1.5144 -1.0378
H: -4.9187 -1.5445 -3.4890
H: -4.9658 -3.1828 -2.8318
H: -2.6271 -3.5560 -3.5462
H: -3.6254 -3.0899 -4.9285
H: -2.8231 -0.7539 -4.7341
H: -1.4596 -1.8608 -4.9178
H: -1.0198 -0.1946 -3.1187
H: -1.0888 -1.8341 -2.4600
H: 1.4177 -0.7447 0.1566
H: 3.5097 0.5299 -0.2053
H: 5.1768 2.3973 1.1005

Atoms 1-6, force components in eV/Å:
-0.03 -0.07 -0.07
-0.01 0.16 0.28
0.23 0.16 0.00
0.19 -0.10 -0.45
0.04 -0.12 -0.17
-0.15 -0.04 0.21

Entry 3:
C12H25Cl8O3PS | ωB97M-V/def2-TZVPD

HOMO-LUMO gap	8.2278	eV
HOMO	-7.8556	eV
lowest unoccupied orbital energy	0.4	eV
molar mass	564.0	g/mol
2S+1	1
F_max	0.08224	Eh/bohr

Element x y z (Å)
C: -3.3073 0.1945 -0.0610
C: -2.8465 1.6536 -0.4079
P: -1.3578 2.2849 0.5149
C: -1.6534 2.3963 2.3512
C: -1.7885 3.9246 2.7008
C: 0.1750 1.2945 0.0632
C: 1.1390 2.2316 -0.7252
C: 2.5553 1.6439 -1.0067
C: 3.2359 0.9150 0.1771
O: 2.4301 -0.0911 0.7974
S: 1.0898 0.6261 1.4727
O: 0.3545 -0.3759 2.2598
O: 1.6143 1.7020 2.3570
H: -2.9753 -0.5133 -0.8366
H: -3.0539 -0.1328 0.9535
H: -4.4123 0.1773 -0.1215
H: -3.6874 2.3478 -0.2788
H: -2.5922 1.6640 -1.4850
H: -2.5806 1.9071 2.6885
H: -0.8357 2.0149 2.9757
H: -1.6986 4.0889 3.7838
H: -2.7328 4.3273 2.3053
H: -0.9745 4.4593 2.1895
H: -0.1594 0.4286 -0.5493
H: 0.6654 2.3898 -1.7104
H: 1.1442 3.2123 -0.2334
H: 3.2052 2.5053 -1.2428
H: 2.5338 1.0433 -1.9295
H: 4.1040 0.3785 -0.2415
H: 3.6634 1.6227 0.9019
Cl: 3.9460 -4.7118 1.5827
C: 2.8245 -3.3665 1.3328
Cl: 2.5479 -3.0658 -0.3866
H: 1.8769 -3.6066 1.8026
H: 3.2430 -2.4716 1.7803
Cl: -0.1886 -0.6385 -2.4199
C: 0.8032 -1.6703 -3.4609
Cl: 1.4364 -0.7709 -4.8431
H: 1.6354 -2.0527 -2.8794
H: 0.1934 -2.4908 -3.8235
Cl: -4.1520 3.9818 -2.8105
C: -3.9628 2.8110 -4.1207
Cl: -3.7453 1.1625 -3.5123
H: -4.8515 2.8371 -4.7417
H: -3.0920 3.0827 -4.7076
Cl: 0.6686 -8.2904 1.8284
C: 2.1812 -7.8748 2.6443
Cl: 1.8979 -7.3989 4.3230
H: 2.8363 -8.7393 2.6302
H: 2.6476 -7.0476 2.1190

Atoms 1-6, force components in eV/Å:
-1.01 0.59 -0.52
0.60 -1.90 0.53
-0.10 2.02 -0.27
-0.42 0.59 0.64
0.32 -0.51 -0.60
0.07 -0.71 0.19

Entry 4:
Br4Hf | ωB97M-V/def2-TZVPD

HOMO-LUMO gap	7.4443	eV
HOMO	-10.1923	eV
energy above the lowest of the compared OMol25 structures with the same formula, charge and spin	31.38	kcal/mol
lowest unoccupied orbital energy	-2.7	eV
molar mass	498.1	g/mol
2S+1	1
F_max	0.10268	Eh/bohr

Element x y z (Å)
Hf: 0.4231 -0.2420 0.5263
Br: -0.2980 -1.8350 -1.5066
Br: -1.1263 1.8868 -0.4944
Br: 2.6203 0.8514 -0.9374
Br: -1.6191 -0.6611 2.4121

Force components x, y, z for each atom (eV/Å):
-3.08 1.77 -3.91
0.81 1.26 2.25
1.63 -2.06 1.19
-1.75 -1.18 1.92
2.38 0.21 -1.46

Entry 5:
C9H15Cl2NdO3PRh | ωB97M-V/def2-TZVPD

HOMO-LUMO gap (alpha / beta)	2.8983 / 3.4880	eV
HOMO (alpha / beta)	-19.1026 / -21.7174	eV
lowest unoccupied orbital energy (alpha / beta)	-16.2 / -18.2	eV
molar mass	520.2	g/mol
2S+1	8
net charge	+4
F_max	0.19715	Eh/bohr

Element x y z (Å)
Rh: -0.2333 -1.2401 -7.8759
Nd: -0.2451 -1.7410 -0.5342
Cl: -0.8163 0.8376 -7.0414
Cl: 1.8660 -3.0973 -0.4366
C: -1.0645 -3.2520 1.0860
C: -0.6906 -0.6622 -9.5557
C: 0.2749 -2.8791 -8.4462
O: -1.2716 -4.0866 1.8769
O: -0.9746 -0.3489 -10.6424
O: 0.5473 -3.9131 -8.9070
C: -2.3269 1.7441 2.5176
C: -0.9083 1.8622 1.9434
P: -0.3133 0.2864 1.3318
C: 1.3430 0.7078 0.5905
C: 2.2183 1.6747 1.4178
C: -0.0852 -0.7121 2.8728
C: 0.4560 0.0168 4.1137
H: -3.0378 1.3443 1.7838
H: -2.7078 2.7268 2.8166
H: -2.3883 1.0938 3.4009
H: -0.8576 2.5764 1.1050
H: -0.1701 2.2309 2.6725
H: 1.8551 -0.2138 0.2267
H: 1.0525 1.2873 -0.3004
H: 2.5984 1.2699 2.3622
H: 3.0916 1.9943 0.8351
H: 1.6979 2.6105 1.6596
H: -1.1192 -1.0297 3.0790
H: 0.4459 -1.6530 2.6472
H: -0.1477 0.8851 4.4042
H: 0.4143 -0.6668 4.9706
H: 1.4970 0.3470 4.0260

Atoms 1-6, force components in eV/Å:
-0.21 2.63 4.26
2.68 -0.70 -2.93
-0.02 0.23 0.45
-1.87 1.17 0.09
-1.97 -6.83 6.30
-2.48 2.99 -9.36

Entry 6:
H18O9 | ωB97M-V/def2-TZVPD

HOMO-LUMO gap	9.9555	eV
HOMO	-10.4894	eV
energy above the lowest of the compared OMol25 structures with the same formula, charge and spin	69.17	kcal/mol
lowest unoccupied orbital energy	-0.5	eV
molar mass	162.1	g/mol
2S+1	1
F_max	0.06502	Eh/bohr

Element x y z (Å)
O: 13.2342 -11.9377 -2.2902
H: 12.9208 -12.8130 -2.5902
H: 12.7580 -11.3462 -2.8787
O: 15.6523 -15.8490 -2.2976
H: 15.3850 -15.1940 -1.6639
H: 14.9324 -16.4438 -2.4495
O: 13.6802 -17.6408 -5.4143
H: 13.6412 -18.2151 -4.6404
H: 13.3144 -16.9230 -4.9753
O: 11.3222 -13.4870 -6.0997
H: 11.8684 -13.4230 -6.8637
H: 11.5658 -12.7448 -5.5806
O: 14.9810 -14.2930 -6.4095
H: 14.1059 -14.6756 -6.2856
H: 15.1162 -14.0778 -7.3430
O: 13.5810 -18.3815 -2.5739
H: 12.7639 -17.8259 -2.6285
H: 13.2084 -19.1198 -2.1411
O: 12.7422 -15.2661 -4.3920
H: 12.5635 -15.1971 -3.4606
H: 12.1145 -14.6456 -4.7698
O: 12.5482 -15.2357 -1.5952
H: 12.0951 -16.0483 -1.3662
H: 11.9082 -14.5728 -1.4108
O: 9.0148 -15.4710 -6.4889
H: 9.7644 -14.9851 -6.1097
H: 9.3756 -16.1790 -7.0219

Atoms 1-6, force components in eV/Å:
-0.57 -0.80 -0.30
0.59 0.45 0.23
0.07 0.33 0.03
1.19 0.14 -0.33
-0.43 0.25 0.33
-0.67 -0.45 0.03

Entry 7:
C15H27FN5O3PtSi | ωB97M-V/def2-TZVPD

HOMO-LUMO gap	5.5414	eV
HOMO	-3.0781	eV
energy above the lowest of the compared OMol25 structures with the same formula, charge and spin	39.59	kcal/mol
lowest unoccupied orbital energy	2.5	eV
molar mass	567.6	g/mol
2S+1	1
net charge	-1
F_max	0.01315	Eh/bohr

Element x y z (Å)
Pt: -0.3619 0.4920 -0.4555
N: -1.4329 -0.3227 -2.0138
C: -2.6280 -1.1101 -1.6949
C: -2.9464 -2.1277 -2.8052
C: -1.7575 -2.8549 -3.4474
C: -0.9971 -3.9072 -2.6398
N: -0.4782 -3.5227 -1.3355
C: 0.4341 -2.5742 -1.0733
N: 1.1340 -1.9364 -2.0204
N: 0.6687 -2.2871 0.2171
C: -2.5098 -1.7260 -0.2647
O: -3.0215 -2.8499 -0.0920
O: -1.8749 -1.0563 0.5938
H: -1.5689 0.5025 -2.5927
H: -0.7407 -0.8651 -2.5107
H: -3.4756 -0.4255 -1.6100
H: -3.4390 -1.5927 -3.6229
H: -3.6610 -2.8422 -2.3950
H: -1.0595 -2.1169 -3.8533
H: -2.1213 -3.3896 -4.3305
H: -0.1788 -4.3013 -3.2505
H: -1.6634 -4.7448 -2.4349
H: -1.1157 -3.7139 -0.5685
H: 0.9133 -2.1533 -2.9777
H: 1.3001 -0.8987 -1.8459
H: -0.1468 -2.3845 0.8174
H: 1.0245 -1.3314 0.3276
C: 2.5005 -0.0354 2.8586
Si: 2.2591 1.1289 1.3835
C: 3.1266 0.2862 -0.0493
C: 3.2780 2.6886 1.7114
N: 0.5973 1.4986 1.0759
C: -0.0473 2.4913 1.7757
C: 0.3636 2.8887 3.0688
C: -0.2184 3.9192 3.7883
C: -1.2958 4.6216 3.2722
C: -1.7709 4.2407 2.0244
C: -1.1751 3.2176 1.3202
F: -1.7485 2.9340 0.1243
H: 3.5544 -0.3182 2.9533
H: 1.9165 -0.9514 2.7296
H: 2.1889 0.4093 3.8056
H: 4.2047 0.2901 0.1484
H: 2.8795 0.8239 -0.9713
H: 2.8434 -0.7598 -0.1887
H: 4.3350 2.4726 1.5294
H: 3.1853 3.0955 2.7191
H: 2.9700 3.4638 1.0051
H: 1.1709 2.3403 3.5320
H: 0.1711 4.1591 4.7712
H: -1.7638 5.4280 3.8216
H: -2.6189 4.7338 1.5653
O: 0.7981 0.9733 -1.8953

Atoms 1-6, force components in eV/Å:
-0.44 0.17 0.38
-0.01 0.12 0.07
-0.03 -0.10 0.00
-0.02 -0.01 0.10
0.01 0.05 -0.10
0.03 0.01 0.09